Below is a cluster of 15 separate species, C90H216N6O27 in total in a non-equilibrium geometry, with properties calculated with wB97M-V/def2-TZVPD.

## Properties
Highest occupied orbital energy, eV: -7.98

Geometry as ORCA input:
```
! RIJCOSX wB97M-V def2-TZVPD def2/J DEFGRID3
* xyz 0 1
H 25.290 16.979 15.912
H 29.636 24.773 18.118
O 26.828 20.775 16.398
H 21.726 17.595 22.236
H 25.573 10.557 20.049
C 25.888 22.282 12.557
C 22.071 17.235 14.386
H 27.211 17.006 24.852
H 26.646 9.313 19.257
H 15.934 18.751 23.548
O 19.102 16.419 22.601
H 22.583 12.828 20.054
H 17.553 22.203 19.014
H 21.906 24.687 23.931
H 23.362 17.308 12.001
H 20.583 22.139 18.674
H 20.128 24.262 31.875
H 22.750 22.320 14.206
C 22.936 20.745 21.761
O 29.805 20.475 18.477
C 17.936 22.956 19.678
C 14.954 18.055 19.177
H 22.488 14.243 18.118
H 26.488 14.102 22.199
O 15.544 21.924 24.690
C 21.914 17.816 19.639
H 23.312 15.885 16.825
C 16.395 18.563 19.008
C 12.789 18.868 19.817
C 21.940 18.579 22.535
C 21.088 22.796 15.440
H 10.042 21.102 21.648
H 27.424 26.961 21.658
H 21.847 17.645 16.462
C 18.692 21.329 21.357
C 26.581 12.476 18.324
H 21.078 23.855 22.656
H 27.125 26.252 16.977
N 27.311 23.329 28.616
H 22.305 22.944 28.201
C 26.337 15.498 29.231
H 25.421 14.824 29.497
H 22.213 19.470 11.949
O 29.211 18.907 24.732
H 20.384 13.056 25.524
H 27.809 21.591 26.280
O 31.545 24.771 22.560
H 27.267 24.506 16.895
H 26.705 22.614 11.919
H 19.741 14.170 26.643
H 27.498 17.334 15.786
H 20.856 19.673 20.137
O 26.651 15.601 16.564
C 27.987 13.002 18.695
C 19.236 16.044 24.885
H 30.171 22.437 18.163
H 30.523 26.414 23.326
O 25.916 19.202 18.451
C 17.415 21.384 22.208
H 22.374 13.973 26.550
C 27.633 20.573 15.296
C 30.849 22.957 21.141
C 27.905 19.036 24.232
H 28.840 19.755 20.204
H 22.131 21.372 22.078
C 30.224 19.287 23.868
H 19.594 21.287 21.903
C 20.632 23.817 29.207
H 30.429 18.603 23.037
H 29.798 24.750 21.585
C 31.240 25.621 23.611
H 22.608 14.306 22.448
H 28.620 15.940 16.250
C 27.405 17.782 27.158
H 16.517 21.537 21.611
H 19.126 22.136 16.827
C 26.737 17.706 28.587
H 25.050 16.252 20.507
H 22.228 20.281 25.287
C 21.791 21.199 17.131
H 24.111 19.174 17.506
C 23.985 17.254 12.887
C 22.485 23.037 14.979
H 18.673 19.868 14.843
C 21.876 19.244 20.158
H 20.467 26.207 18.831
H 28.641 21.783 28.921
H 26.765 14.783 19.663
C 18.438 17.922 18.105
H 25.644 23.120 13.167
H 20.491 25.297 21.063
C 18.303 16.385 23.780
H 27.950 17.023 17.449
C 21.077 23.831 31.548
H 24.200 23.457 18.496
H 28.500 21.986 17.898
H 26.028 17.443 13.382
C 28.917 22.316 19.817
H 28.668 12.182 18.531
H 21.149 23.844 27.219
H 23.977 16.197 13.229
H 25.342 20.306 20.024
H 17.454 15.931 21.480
C 25.907 23.643 28.612
H 25.927 12.857 19.126
H 27.115 21.189 28.279
O 21.017 23.078 30.362
H 29.017 23.408 27.355
H 29.465 26.458 17.618
C 21.990 14.659 21.595
H 22.761 17.246 20.001
O 28.158 13.333 20.033
H 15.203 19.958 22.543
H 21.643 26.447 23.036
N 27.090 25.164 18.856
H 29.532 25.203 16.378
H 24.234 27.754 22.158
H 25.709 17.036 11.697
C 21.257 23.167 28.018
H 25.520 23.339 17.289
O 26.582 18.431 26.263
H 18.450 23.770 19.077
H 26.398 22.677 25.933
C 11.939 20.069 20.085
H 25.897 22.683 18.876
C 25.550 20.117 16.272
H 21.716 24.499 19.980
C 27.609 14.642 20.329
C 21.739 14.674 25.950
H 25.044 20.554 27.140
C 24.073 20.054 26.998
C 29.366 21.820 18.522
H 27.439 20.572 30.582
H 20.356 17.371 15.651
C 30.463 24.051 22.086
H 20.471 18.588 24.082
H 23.813 19.317 27.800
H 20.818 23.653 16.138
H 14.925 17.185 19.914
C 27.389 21.498 14.151
H 20.982 17.295 19.969
O 26.600 11.080 18.281
H 21.625 19.677 26.890
H 11.179 21.513 22.947
H 24.434 25.136 28.322
H 28.336 13.859 18.067
O 17.191 17.480 18.548
H 22.272 14.828 25.015
H 14.468 22.711 23.045
C 27.344 26.370 19.622
H 24.562 19.822 22.849
H 21.150 19.004 15.472
H 25.224 24.991 19.813
C 15.980 19.774 23.346
C 23.070 24.569 22.166
C 25.385 17.646 12.549
H 28.037 23.105 25.261
H 25.209 25.663 18.133
H 24.144 19.758 13.528
H 18.999 18.586 18.788
H 22.155 22.037 19.080
H 23.750 21.120 23.763
H 28.589 20.708 15.716
C 25.428 19.233 19.799
H 25.413 22.840 28.047
C 25.645 24.872 18.816
N 22.632 25.746 21.391
C 11.094 21.379 21.868
H 22.264 20.937 12.856
H 20.853 20.148 23.626
N 20.905 21.503 15.994
H 28.392 18.248 27.248
C 22.063 19.856 12.956
H 28.426 26.579 19.538
H 20.391 22.947 14.584
O 20.499 22.024 27.594
H 16.706 18.854 20.019
C 23.522 27.408 22.908
C 25.291 23.462 18.337
H 26.999 15.003 28.474
H 25.000 22.033 11.982
H 29.569 18.597 19.052
H 24.572 20.717 18.023
C 27.021 26.168 21.057
C 23.198 19.324 13.889
H 13.956 23.205 24.526
H 30.014 20.233 23.376
C 21.559 22.220 18.215
O 26.289 21.159 13.313
O 26.619 16.162 21.900
H 27.483 17.602 29.366
H 21.758 24.598 31.477
H 23.622 16.093 26.090
C 24.979 19.785 17.640
O 18.993 22.467 20.477
C 18.406 16.392 21.379
C 22.281 26.885 22.261
H 24.433 14.528 16.187
O 23.109 21.064 26.947
H 27.999 21.867 20.097
H 25.998 25.772 28.793
C 25.420 16.299 16.743
H 10.920 19.842 19.812
C 20.709 19.129 23.212
H 22.453 19.828 19.456
H 31.646 22.441 21.729
H 27.573 19.513 14.891
H 24.206 13.354 20.464
C 26.554 10.390 19.522
C 20.319 14.101 25.710
O 11.959 20.376 21.422
H 28.327 15.381 19.989
C 21.454 25.426 20.483
H 27.209 22.510 14.562
H 21.839 17.689 18.505
H 17.473 20.709 15.799
H 23.240 22.865 15.794
H 27.779 24.560 26.935
C 21.278 26.491 19.472
H 18.404 21.597 14.558
H 18.623 20.454 20.765
H 26.866 15.716 30.142
H 16.495 20.333 25.384
H 27.364 10.710 20.212
H 19.526 23.891 29.086
H 17.977 17.421 23.883
H 11.186 22.355 21.446
H 25.901 19.181 15.840
H 23.761 12.995 17.841
H 14.559 17.684 18.215
H 22.737 18.492 23.279
H 24.647 15.484 22.056
H 21.047 22.529 25.658
H 32.133 26.109 23.936
O 17.282 20.100 22.805
H 31.201 23.417 20.204
H 13.560 21.558 23.959
C 27.579 21.945 28.976
H 21.743 27.624 21.642
H 25.934 18.088 24.332
H 27.491 16.778 26.844
H 26.147 18.968 20.547
C 27.708 16.511 16.507
C 21.337 17.885 15.561
H 21.471 17.201 13.506
C 19.535 21.248 16.352
H 28.316 21.610 13.596
O 19.602 14.725 24.703
C 27.616 25.333 17.492
H 21.735 23.265 17.960
H 18.755 16.259 25.884
H 25.953 26.021 21.210
H 21.052 24.817 29.319
H 24.527 18.636 19.949
C 25.494 25.035 28.148
N 23.346 17.881 14.057
H 17.427 15.736 23.793
C 23.268 13.669 19.884
C 22.020 24.027 23.114
H 23.037 17.417 27.037
H 25.863 25.208 27.124
O 25.799 16.700 28.763
H 14.801 19.962 25.056
H 25.632 23.563 29.674
H 21.244 13.876 21.440
H 18.292 18.313 17.116
H 22.784 21.166 16.702
H 27.536 25.222 21.431
H 23.076 19.865 14.852
H 17.347 22.097 23.032
H 20.965 27.376 19.940
N 22.470 19.390 21.426
H 23.945 24.870 22.811
H 22.207 23.033 23.575
H 21.362 23.053 32.260
H 29.756 23.657 22.842
H 25.459 18.715 12.252
H 27.914 18.806 23.162
H 28.711 23.392 19.779
H 16.452 19.361 18.315
C 21.989 20.596 26.333
H 19.953 21.131 25.861
C 27.073 21.566 30.355
H 12.337 20.899 19.430
C 18.469 20.851 15.324
H 28.036 19.322 18.712
H 22.655 24.143 14.781
O 24.458 14.872 18.234
H 28.096 14.762 22.439
H 24.059 26.737 23.550
H 18.992 16.994 17.902
H 12.427 18.442 18.827
C 24.327 15.354 16.927
O 22.718 14.879 20.449
H 19.504 20.482 17.142
C 25.248 16.265 21.584
H 21.012 19.667 13.173
C 29.126 25.453 17.401
H 30.807 24.999 24.415
H 26.340 12.900 17.390
H 24.160 19.477 26.019
C 27.498 22.654 26.122
H 12.708 18.093 20.530
H 19.030 15.785 20.635
H 24.891 21.468 22.480
H 22.144 26.554 18.797
H 22.347 16.186 14.524
O 14.186 19.164 19.678
C 15.721 20.508 24.684
C 23.472 13.875 18.450
C 14.334 22.355 24.004
C 28.998 19.471 19.170
C 20.867 21.583 26.287
H 20.070 16.748 24.722
H 27.418 22.192 31.212
H 31.165 19.299 24.472
H 23.124 21.180 20.765
O 21.663 15.873 26.655
H 21.539 20.180 17.382
H 24.825 20.715 15.678
H 27.521 20.040 24.401
H 25.024 17.245 21.999
H 25.575 16.898 17.653
C 22.948 16.315 26.932
H 19.819 19.101 22.562
H 26.869 27.266 19.058
H 23.336 15.845 27.851
H 17.058 23.423 20.129
C 24.085 20.795 22.746
O 29.859 22.003 20.844
H 21.360 15.576 21.797
C 27.182 14.872 21.776
H 26.187 18.674 28.673
H 23.177 28.228 23.575
C 27.870 23.534 27.293
H 25.936 21.642 30.397
H 23.414 23.761 21.514
C 26.873 18.070 24.914
H 18.281 17.428 20.968
*
```